{
  "formula": "C46H50BClF6N3O4PS2ScTe",
  "method": "wB97M-V/def2-TZVPD",
  "homo_energy_ev": -3.874,
  "de_lowest_ev": 0.987,
  "total_charge": -1,
  "total_energy_ha": -5499.0054,
  "species": ["Sc", "F", "C", "F", "F", "S", "O", "O", "N", "S", "O", "O", "C", "F", "F", "F", "Cl", "C", "C", "C", "C", "C", "C", "P", "C", "C", "C", "C", "C", "C", "C", "C", "C", "C", "C", "C", "H", "H", "H", "H", "H", "H", "H", "H", "H", "H", "H", "H", "H", "H", "Te", "C", "C", "C", "C", "C", "C", "C", "C", "C", "C", "C", "C", "N", "B", "N", "C", "C", "C", "C", "C", "C", "C", "C", "C", "C", "C", "C", "C", "C", "H", "H", "H", "H", "H", "H", "H", "H", "H", "H", "H", "H", "H", "H", "H", "H", "H", "H", "H", "H", "H", "H", "H", "H", "H", "H", "H", "H", "H", "H", "H", "H", "H", "H", "H", "H"],
  "coordinates": [[0.691, -0.972, -0.174], [3.183, -5.831, -0.664], [2.919, -4.731, 0.053], [3.136, -5.008, 1.339], [3.746, -3.771, -0.321], [1.138, -4.276, -0.173], [1.011, -2.977, 0.511], [0.463, -5.375, 0.437], [0.913, -4.184, -1.705], [0.485, -2.829, -2.484], [2.559, -0.846, -0.938], [-0.470, -2.021, -1.618], [-0.759, -3.680, -3.602], [-1.816, -4.134, -2.945], [-1.173, -2.773, -4.500], [-0.196, -4.689, -4.267], [3.835, -2.574, -3.003], [3.957, -1.052, -3.825], [4.984, -1.021, -4.773], [5.245, 0.118, -5.499], [4.470, 1.249, -5.273], [3.462, 1.201, -4.337], [3.151, 0.058, -3.581], [1.725, 0.382, -2.405], [2.421, 1.960, -1.748], [3.746, 1.973, -1.315], [4.309, 3.117, -0.777], [3.557, 4.276, -0.655], [2.238, 4.277, -1.084], [1.678, 3.129, -1.628], [0.569, 1.023, -3.768], [-0.622, 1.617, -3.346], [-1.636, 1.943, -4.231], [-1.515, 1.624, -5.576], [-0.373, 0.969, -6.010], [0.651, 0.679, -5.120], [5.571, -1.917, -4.916], [6.044, 0.125, -6.229], [4.649, 2.166, -5.818], [2.869, 2.094, -4.182], [4.342, 1.074, -1.390], [5.336, 3.093, -0.435], [3.993, 5.170, -0.228], [1.635, 5.173, -1.000], [0.652, 3.168, -1.963], [-0.783, 1.800, -2.287], [-2.535, 2.423, -3.865], [-2.311, 1.860, -6.270], [-0.274, 0.678, -7.049], [1.528, 0.171, -5.499], [3.300, -0.483, 0.949], [1.515, -2.583, 4.100], [0.654, -1.359, 4.401], [0.237, -1.337, 5.873], [1.334, -0.058, 4.027], [2.610, 0.212, 4.507], [3.241, 1.408, 4.211], [2.578, 2.358, 3.458], [1.297, 2.134, 2.961], [0.666, 3.309, 2.229], [-0.286, 3.026, 1.073], [-0.026, 4.228, 3.243], [0.696, 0.898, 3.227], [-0.594, 0.581, 2.708], [-0.959, -0.152, 1.488], [-2.408, -0.283, 1.692], [-2.793, 0.317, 2.889], [-1.708, 0.822, 3.500], [-3.466, -0.765, 0.861], [-3.816, -2.121, 0.817], [-4.937, -2.480, 0.062], [-5.693, -1.553, -0.623], [-5.340, -0.217, -0.561], [-4.240, 0.192, 0.177], [-3.910, 1.668, 0.239], [-4.991, 2.458, 0.976], [-3.672, 2.233, -1.158], [-3.115, -3.298, 1.482], [-2.431, -4.137, 0.400], [-2.135, -3.045, 2.622], [0.959, -3.496, 4.321], [2.422, -2.593, 4.709], [1.820, -2.605, 3.053], [-0.255, -1.436, 3.803], [1.110, -1.260, 6.525], [-0.297, -2.253, 6.131], [-0.417, -0.490, 6.087], [3.120, -0.530, 5.108], [4.245, 1.598, 4.567], [3.069, 3.295, 3.221], [1.514, 3.858, 1.805], [-1.254, 2.682, 1.432], [0.112, 2.274, 0.390], [-0.439, 3.951, 0.510], [-0.879, 3.716, 3.691], [-0.396, 5.132, 2.753], [0.653, 4.522, 4.045], [-3.820, 0.320, 3.216], [-1.635, 1.322, 4.452], [-5.218, -3.526, 0.030], [-6.557, -1.869, -1.194], [-5.932, 0.522, -1.088], [-2.983, 1.771, 0.799], [-5.946, 2.404, 0.448], [-4.709, 3.510, 1.053], [-5.143, 2.073, 1.984], [-4.594, 2.259, -1.744], [-2.956, 1.616, -1.698], [-3.282, 3.252, -1.103], [-3.933, -3.900, 1.900], [-1.675, -3.538, -0.106], [-3.137, -4.476, -0.359], [-1.939, -5.006, 0.832], [-1.188, -2.652, 2.253], [-1.926, -3.999, 3.109], [-2.519, -2.353, 3.372]]
}